1.
This record from the Open Molecules 2025 dataset describes a structure of composition C35H43F7N6O9S2Sr. The level of theory is ωB97M-V with the def2-TZVPD basis set.

Positions of all 103 atoms, in Å:
Sr (0.87724, -0.13502, 1.53502)
C (-2.48359, -0.93511, 5.51444)
C (-1.07337, -0.48799, 5.40263)
C (-0.69981, 0.85997, 5.15029)
C (-1.77305, 1.90653, 5.00835)
C (0.66673, 1.21832, 4.97043)
C (1.08477, 2.62981, 4.77051)
C (1.67348, 0.23670, 5.08181)
C (3.12013, 0.50372, 4.81092)
C (1.28790, -1.07096, 5.44202)
C (2.36283, -2.05059, 5.80679)
C (-0.04266, -1.46464, 5.42363)
C (-0.38804, -2.90327, 5.28982)
H (-2.56684, -1.80465, 6.22684)
H (-2.89506, -1.26747, 4.54427)
H (-3.09918, -0.13176, 5.93043)
H (-1.80438, 2.52756, 5.95506)
H (-2.73645, 1.45372, 4.78479)
H (-1.52605, 2.59936, 4.18360)
H (0.39253, 3.16321, 4.08664)
H (2.10035, 2.77658, 4.32511)
H (1.06727, 3.19720, 5.73553)
H (3.71261, 0.50857, 5.72680)
H (3.26340, 1.45567, 4.28290)
H (3.53234, -0.27484, 4.13817)
H (2.38216, -2.92929, 5.14415)
H (2.21710, -2.45325, 6.84336)
H (3.33026, -1.55073, 5.77803)
H (-0.36748, -3.42715, 6.27945)
H (0.34423, -3.39679, 4.62624)
H (-1.40542, -3.02088, 4.86386)
C (-2.42217, -3.78087, 1.37382)
C (-1.45628, -2.68334, 1.02077)
N (-1.40919, -1.49174, 1.59149)
O (-2.67788, -0.93719, 1.96243)
C (-0.40352, -2.99923, 0.07990)
C (-0.42433, -4.31673, -0.65651)
N (0.53453, -2.13918, -0.06589)
O (1.62371, -3.10478, -1.00851)
H (-2.88718, -3.63346, 2.36070)
H (-1.79317, -4.71061, 1.39490)
H (-3.21089, -3.95020, 0.60275)
H (-3.40000, -1.61584, 1.82888)
H (-1.36068, -4.85933, -0.52871)
H (0.43098, -4.95004, -0.32373)
H (-0.24007, -4.10039, -1.71733)
F (-0.49835, -1.36973, -4.82519)
C (-0.99488, -0.24376, -4.16094)
C (-0.64477, 0.01525, -2.86076)
C (-0.91476, 1.25152, -2.24725)
C (-0.46270, 1.54797, -0.87694)
O (0.66058, 1.22161, -0.42532)
C (-1.37600, 2.45714, -0.17302)
C (-2.30192, 3.19686, -0.86368)
N (-2.41988, 3.19244, -2.25505)
C (-3.10634, 4.27101, -2.85514)
C (-2.28331, 5.39833, -3.43793)
C (-3.00740, 5.58802, -2.17327)
C (-1.79752, 2.14141, -2.97671)
C (-2.18528, 1.84251, -4.30361)
C (-1.68364, 0.72784, -4.95594)
N (-1.75485, 0.69079, -6.36508)
C (-1.29661, 1.84294, -7.16162)
C (-0.05552, 1.53257, -7.98915)
N (-0.23452, 0.30471, -8.83755)
C (-0.69832, -0.89400, -8.03554)
C (-1.91597, -0.53206, -7.16740)
C (-1.16628, 2.67298, 1.31057)
O (-1.48486, 3.80739, 1.75213)
O (-0.66601, 1.64818, 1.90846)
H (-0.04243, -0.71842, -2.32752)
H (-2.97689, 3.89442, -0.39073)
H (-4.01129, 4.05323, -3.42702)
H (-2.74423, 5.87657, -4.29315)
H (-1.19473, 5.32951, -3.44078)
H (-3.94118, 6.16777, -2.22579)
H (-2.43315, 5.73448, -1.24014)
H (-2.83715, 2.53949, -4.80692)
H (-1.05553, 2.70953, -6.51903)
H (-2.13817, 2.10949, -7.85361)
H (0.79529, 1.31443, -7.35044)
H (0.18302, 2.40315, -8.65315)
H (0.64410, 0.07634, -9.30338)
H (-0.93182, 0.49523, -9.59561)
H (0.16346, -1.21676, -7.42697)
H (-0.92689, -1.69631, -8.75182)
H (-2.20640, -1.37935, -6.52531)
H (-2.79290, -0.33691, -7.80825)
F (2.66724, -4.52970, 0.67752)
C (2.69097, -2.51989, -1.07653)
F (2.64062, -1.17974, -1.16172)
F (3.74764, -2.98463, -1.79285)
S (3.59241, -3.25268, 1.47189)
O (2.56248, -2.92177, 2.49286)
O (4.86751, -3.89505, 1.77236)
N (4.16295, -1.70216, 1.00028)
S (5.21400, -0.44611, 1.00670)
O (6.06406, -0.50817, -0.16636)
O (4.36371, 0.69740, 1.36056)
C (6.46819, -0.67276, 2.41230)
F (7.15096, 0.49631, 2.63572)
F (5.75868, -1.00667, 3.53565)
F (7.32676, -1.70177, 2.17020)

Summary:
- LUMO (spin up / spin down) (eV) = -2.1 / -2.1
- highest occupied orbital energy (spin up / spin down) (eV) = -5.6 / -5.7
- HOMO-LUMO gap (spin up / spin down) (eV) = 3.49 / 3.59
- strongest force on any atom (eV/A) = 4.84



2.
This record from the Open Molecules 2025 dataset describes a structure of composition C7H11O3. The level of theory is ωB97M-V with the def2-TZVPD basis set.

Positions of all 21 atoms, in Å:
C (1.00821, 1.73586, -0.14352)
C (0.93680, 0.61298, -0.87557)
C (1.21661, 0.38026, -2.30106)
C (-1.78889, 0.67084, 0.85045)
C (0.71327, -1.08218, 1.42906)
C (-1.46538, -0.63654, 0.15159)
C (0.08339, -0.88748, 0.05631)
O (1.59244, 1.39269, -2.88772)
O (1.08753, -0.81796, -2.75272)
O (0.31462, -1.92444, -0.72634)
H (0.78518, 1.67852, 0.96657)
H (1.38184, 2.68047, -0.62588)
H (-1.30331, 1.52390, 0.33942)
H (-2.84786, 0.79130, 0.89846)
H (-1.48274, 0.92147, 1.83292)
H (0.57316, -0.10282, 2.15424)
H (1.83983, -1.14374, 1.32990)
H (0.14585, -1.84391, 1.94225)
H (-1.82626, -0.79122, -0.84970)
H (-1.64238, -1.51025, 0.84634)
H (0.67809, -1.64777, -1.63500)

Summary:
- LUMO (spin up / spin down) (eV) = 3.7 / 1.5
- multiplicity = 3
- highest occupied orbital energy (spin up / spin down) (eV) = -0.8 / -4.6
- total charge = -1
- HOMO-LUMO gap (spin up / spin down) (eV) = 4.46 / 6.11
- strongest force on any atom (eV/A) = 4.54



3.
This record from the Open Molecules 2025 dataset describes a cluster of 2 separate species, C16H32F4N3O3P in total. The level of theory is ωB97M-V with the def2-TZVPD basis set.

Positions of all 59 atoms, in Å:
C (-3.39884, 1.55807, -0.19977)
C (-2.47623, 2.45258, 0.14832)
C (-1.19476, 2.20786, 0.90929)
C (-1.29936, 1.27888, 2.15570)
C (-1.21826, -0.16998, 1.71334)
C (-1.01862, -1.26630, 2.79603)
C (-1.20717, -0.84470, 4.25096)
O (-2.55557, 1.57217, 2.83903)
C (-2.55961, 2.75697, 3.48992)
O (-2.99872, 3.76289, 3.02954)
C (-1.97759, 2.78447, 4.93304)
F (-2.19688, 4.00751, 5.42648)
F (-0.63185, 2.61175, 4.90978)
C (-2.61620, 1.77097, 5.93520)
F (-3.57666, 1.04895, 5.33398)
F (-3.21609, 2.44753, 6.93255)
H (-3.18267, 0.51515, -0.40053)
H (-4.42886, 1.88531, -0.29505)
H (-2.67426, 3.48775, -0.11819)
H (-0.78878, 3.16847, 1.23448)
H (-0.44744, 1.75975, 0.24365)
H (-0.41887, 1.52600, 2.75398)
H (-2.06173, -0.45036, 1.08538)
H (-0.33550, -0.21708, 1.07101)
H (-0.04378, -1.74272, 2.67256)
H (-1.76209, -2.04590, 2.61036)
H (-2.22466, -0.47910, 4.38008)
H (-0.51037, -0.06447, 4.56646)
H (-1.11818, -1.71470, 4.90515)
H (-1.84969, 1.14219, 6.39068)
O (0.50859, -1.36364, -1.30548)
P (1.49832, -1.42966, -2.40303)
N (2.74118, -0.35564, -1.98897)
C (3.21171, 0.76749, -2.77382)
C (3.20006, -0.38809, -0.60836)
N (0.60545, -0.90245, -3.75012)
C (1.10546, -0.04533, -4.80573)
C (-0.83181, -0.72921, -3.55862)
N (2.41906, -2.53107, -3.31149)
C (1.63319, -3.68949, -3.78842)
C (3.63177, -3.04849, -2.64568)
H (3.45793, 0.47938, -3.79515)
H (4.13819, 1.14998, -2.34410)
H (2.49173, 1.59240, -2.80225)
H (4.10105, -1.00443, -0.49118)
H (2.43177, -0.79460, 0.05023)
H (3.43195, 0.61621, -0.24953)
H (1.13765, 1.00991, -4.51333)
H (0.45489, -0.12462, -5.68016)
H (2.09555, -0.35745, -5.13556)
H (-1.08556, 0.22783, -3.08665)
H (-1.24212, -1.52480, -2.94388)
H (-1.32918, -0.77836, -4.52996)
H (1.28586, -4.32280, -2.96581)
H (2.25112, -4.29431, -4.45144)
H (0.76953, -3.35022, -4.35554)
H (3.42989, -3.47760, -1.65923)
H (4.37115, -2.25724, -2.54081)
H (4.07490, -3.82364, -3.26939)

Summary:
- LUMO (eV) = 0.6
- highest occupied orbital energy (eV) = -8.7
- HOMO-LUMO gap (eV) = 9.28
- strongest force on any atom (eV/A) = 4.51
- SMILES = C=CC[C@H](CCC)OC(=O)C(F)(F)C(F)F.CN(C)P(=O)(N(C)C)N(C)C



4.
This record from the Open Molecules 2025 dataset describes a cluster of 2 separate species, CH3ClO in total. The level of theory is ωB97M-V with the def2-TZVPD basis set.

Positions of all 6 atoms, in Å:
C (1.29724, -0.07963, 0.90587)
O (-0.46289, -1.55452, -0.05799)
Cl (2.39143, -0.01338, -0.35676)
H (0.48618, 0.77414, 0.87651)
H (1.41095, -0.90684, 1.60245)
H (0.09371, -2.25538, -0.18824)

Summary:
- LUMO (spin up / spin down) (eV) = -1.8 / -1.8
- highest occupied orbital energy (spin up / spin down) (eV) = -9.3 / -9.3
- HOMO-LUMO gap (spin up / spin down) (eV) = 7.57 / 7.57
- strongest force on any atom (eV/A) = 4.93



no.,DFT total energy (Eh)
1,-3890.97635
2,-498.88497
3,-1759.60560
4,-575.16358